--- P ---
{
  "formula": "C10H16O",
  "method": "ωB97M-V with the def2-TZVPD basis set",
  "symbols": ["C", "C", "C", "H", "H", "H", "H", "H", "H", "H", "H", "C", "C", "C", "C", "C", "C", "C", "O", "H", "H", "H", "H", "H", "H", "H", "H"],
  "positions_angstrom": [[1.9779, -0.7096, 0.1284], [2.9571, -0.0413, -0.9123], [2.5039, -0.7004, 1.5750], [1.9647, -1.7841, -0.1366], [0.9025, -0.3665, -0.0376], [2.1865, 0.2367, -1.7338], [3.3387, 0.9780, -0.5990], [2.9964, 0.3214, 1.7663], [3.7445, -0.7230, -1.2185], [3.1960, -1.4758, 1.8786], [1.6348, -0.7830, 2.2366], [-2.2340, -0.5098, -2.4193], [-2.0123, -0.8994, 0.1751], [-1.8434, -0.1782, -1.0494], [-1.9291, -0.4103, 1.4610], [-1.4923, 0.9046, 1.4463], [-1.2473, 1.0837, -0.9927], [-1.0285, 1.6178, 0.2651], [-1.5663, 1.5479, 2.5638], [-2.5384, -1.9195, 0.2846], [-2.0653, -1.0043, 2.3744], [-2.7788, -1.4585, -2.3584], [-1.3741, -0.6296, -3.0739], [-1.0710, 1.7744, -1.9123], [-0.8670, 2.3332, 2.5570], [-0.4801, 2.4382, 0.3986], [-2.8752, 0.3573, -2.6670]],
  "mulliken_charge": [0.6058, -1.0827, -1.1269, 0.2565, -0.4058, 0.2566, 0.2886, 0.2311, 0.3319, 0.3352, 0.3181, -1.3344, -0.4483, 0.9242, -0.6612, 0.8040, -0.6298, -0.6155, -0.5553, 0.1581, 0.4002, 0.3564, 0.2743, 0.2195, 0.3362, 0.4296, 0.3338],
  "multiplicity": 1,
  "smiles": "Cc1ccc(O)cc1.CCC",
  "e_lumo_ev": 0.7,
  "gap_ev": 8.65
}


--- Q ---
{
  "formula": "C10H16O",
  "method": "ωB97M-V with the def2-TZVPD basis set",
  "symbols": ["C", "C", "C", "C", "C", "C", "C", "O", "H", "H", "H", "H", "H", "H", "H", "H", "C", "C", "C", "H", "H", "H", "H", "H", "H", "H", "H"],
  "positions_angstrom": [[-0.7093, 2.0534, -2.0119], [1.6403, 1.3337, 0.9787], [2.3013, 0.2284, 0.4295], [0.6558, 2.0257, 0.1809], [0.4680, 1.6092, -1.1305], [2.3347, 0.1220, -0.9497], [1.4376, 0.7252, -1.6911], [3.0776, -0.5751, 1.1926], [1.7215, 1.6444, 2.0916], [0.0662, 2.8865, 0.6003], [2.8806, -0.4748, -1.5999], [3.8243, -0.7472, 0.6684], [-0.8477, 3.2153, -2.2730], [-1.6228, 1.4841, -1.6740], [1.4756, 0.5334, -2.7676], [-0.6284, 1.4583, -2.9149], [-1.6924, -1.1069, 1.2857], [-2.5096, -2.3638, 1.6011], [-0.7494, -1.1674, 0.1153], [-1.1503, -0.8206, 2.3248], [-2.4182, -0.2040, 1.0702], [-3.5391, -2.3003, 1.0433], [-1.9701, -3.3217, 1.3782], [-1.0666, -0.7221, -0.8242], [-0.3420, -2.1718, -0.1259], [-2.7665, -2.7011, 2.6030], [0.1292, -0.6428, 0.3993]],
  "mulliken_charge": [-1.2188, -0.4031, 0.2293, -0.1972, 0.3398, -0.2873, -0.4004, -0.5240, 0.2714, 0.3228, 0.3911, 0.3224, 0.2881, 0.2566, 0.2409, 0.3693, -0.1557, -1.1008, -0.3754, 0.2045, 0.1586, 0.2087, 0.2980, 0.2583, 0.3491, 0.3664, -0.2127],
  "multiplicity": 1,
  "smiles": "Cc1ccc(O)cc1.CCC",
  "e_lumo_ev": 0.9,
  "gap_ev": 9.35
}


--- R ---
{
  "formula": "C10H16O",
  "method": "ωB97M-V with the def2-TZVPD basis set",
  "symbols": ["C", "C", "C", "C", "C", "C", "C", "O", "H", "H", "H", "H", "H", "H", "H", "H", "C", "C", "C", "H", "H", "H", "H", "H", "H", "H", "H"],
  "positions_angstrom": [[-1.7101, -1.1799, -1.8885], [1.5681, 1.4918, -1.2550], [1.8244, 0.2026, -1.7098], [0.2869, 1.9600, -1.0574], [0.7429, -0.6158, -1.9773], [-0.7686, 1.1040, -1.3393], [-0.5679, -0.2006, -1.7608], [2.5966, 2.3553, -0.9274], [3.4300, 1.8775, -1.0010], [2.8318, -0.1151, -1.8729], [0.0956, 2.9750, -0.7601], [0.9119, -1.6239, -2.3422], [-1.7895, 1.4353, -1.2004], [-2.5019, -0.6537, -2.4456], [-2.2081, -1.4977, -0.9734], [-1.4132, -2.0229, -2.5092], [-0.6942, -1.0226, 3.6403], [-2.1619, -0.7110, 3.2654], [-0.4053, -2.4976, 3.4330], [-0.6301, -0.8156, 4.7130], [-0.0403, -0.3232, 3.1371], [-2.5894, 0.1631, 3.7270], [-2.2878, -0.7167, 2.1781], [-0.7281, -2.7975, 2.4300], [-2.7525, -1.5512, 3.6255], [-0.9974, -3.1168, 4.0952], [0.6520, -2.7620, 3.5058]],
  "mulliken_charge": [-1.2554, 1.0856, -0.7013, -0.7610, -0.4826, -0.3007, 0.3510, -0.5472, 0.2759, 0.3133, 0.4355, 0.2956, 0.3578, 0.3560, 0.2286, 0.3488, -0.1611, -1.0140, -1.0821, 0.2371, 0.2984, 0.3430, 0.1680, 0.2551, 0.3094, 0.3254, 0.3212],
  "multiplicity": 1,
  "smiles": "Cc1ccc(O)cc1.CCC",
  "e_lumo_ev": 0.8,
  "gap_ev": 9.26
}


What should be chosen as the most stable of them? Choose R.